# 1
A cluster of 2 separate species, C8H20N6 in total, computed with ωB97M-V/def2-TZVPD.

* highest occupied orbital energy: -15.121 eV
* net charge: +2
* orbital gap: 7.6496 eV

Cartesian coordinates (Å):
C -3.59717 -0.76836 0.63864
C -2.59763 -1.74528 0.12059
C -1.90239 0.35385 -0.63476
C -0.62000 -0.62101 0.88794
C -0.91339 1.42521 -0.02495
C 1.43193 -1.07538 -0.15699
C 3.49185 -0.24792 0.71781
C 4.28478 0.94130 0.76755
N -3.34232 0.40107 -0.20032
N -0.43286 0.73358 1.12015
N 2.37367 -0.10594 0.06093
N -1.43479 -0.90266 -0.12552
N 0.06748 1.65371 -1.15957
N 0.77178 -0.91222 -1.56694
H -4.72283 -1.06260 0.56041
H -3.36329 -0.38963 1.69661
H -2.08730 -2.48360 0.77942
H -2.97621 -2.20829 -0.78206
H -1.92616 0.42772 -1.80100
H -0.26288 -1.35345 1.73382
H -1.40014 2.26409 0.23494
H 1.65572 -2.07458 0.11634
H 3.62945 -1.21628 1.14878
H 4.28003 1.53746 -0.14393
H 5.33194 0.75039 1.07934
H 3.80876 1.67419 1.52396
H -3.68968 1.25064 0.06128
H 0.05311 0.97930 2.03821
H 2.24168 0.67775 -0.49804
H -0.48840 2.06703 -1.89967
H 0.70144 2.37098 -0.82965
H -0.18500 -1.21183 -1.62099
H 1.26801 -1.33206 -2.34524
H 0.55082 0.20284 -1.49710



# 2
The ion C8H20NO2Si with charge +1, computed with ωB97M-V/def2-TZVPD.

* highest occupied orbital energy: -13.771 eV
* SMILES string: CCC[N@H+]1CCOC[C@@H]1[SiH2]OC
* net charge: +1
* orbital gap: 11.3088 eV

Cartesian coordinates (Å):
C -0.44537 0.99945 1.24460
C -0.02980 0.61352 2.66621
C 1.57686 -0.86005 1.91008
C 1.25346 -0.58776 0.45468
C -3.12056 -1.43602 -1.40524
C 1.96347 1.51421 -3.03039
C -2.54661 -0.56965 -0.28563
C -1.22100 -1.13365 0.25821
N -0.15567 -0.09643 0.28030
O 1.32939 0.27323 2.70581
O 1.56913 1.02010 -1.76546
Si 2.46263 0.93487 -0.41718
H -1.50447 1.24783 1.21415
H 0.13484 1.87323 0.94679
H -0.15744 1.47138 3.32739
H -0.64596 -0.21423 3.04560
H 1.00669 -1.71893 2.29501
H 2.63915 -1.07230 2.00708
H 1.36850 -1.49673 -0.13351
H -2.45770 -1.44508 -2.26751
H -3.26892 -2.45826 -1.06606
H -4.08394 -1.04401 -1.72355
H 2.73039 0.86786 -3.45521
H 2.36001 2.52390 -2.94050
H 1.09019 1.51756 -3.67905
H -3.28252 -0.49449 0.51584
H -2.39092 0.43613 -0.68552
H -1.34692 -1.53809 1.26278
H -0.87869 -1.94188 -0.39152
H -0.15967 0.31652 -0.66121
H 2.43793 2.17238 0.34673
H 3.77355 0.32541 -0.57373



# 3
The molecule C8H20Si, computed with ωB97M-V/def2-TZVPD.

* highest occupied orbital energy: -9.478 eV
* SMILES string: C[C@H]([SiH](C)C)C(C)(C)C
* orbital gap: 10.3547 eV

Cartesian coordinates (Å):
C -0.04368 0.79515 1.67025
C -2.47161 -0.83594 0.74644
C -1.83000 1.29909 -0.57117
C -1.41516 -1.08372 -1.46311
C 2.54558 -1.63072 -0.46457
C 2.81869 1.33523 0.10633
C -0.12857 -0.22072 0.55271
C -1.49980 -0.17122 -0.21534
Si 1.57022 0.00674 -0.58757
H -1.06796 1.18532 2.07304
H 0.50390 1.56954 1.33033
H 0.50108 0.28076 2.45785
H -3.52338 -0.42514 0.69111
H -2.04460 -0.69089 1.77538
H -2.47246 -1.85629 0.58323
H -1.13101 1.58567 -1.40112
H -1.82296 1.97499 0.35334
H -2.82148 1.40187 -1.04300
H -1.14195 -0.63250 -2.39264
H -0.77628 -2.05810 -1.26964
H -2.42082 -1.41170 -1.62690
H 3.47077 -1.67898 -1.07432
H 2.72145 -1.82966 0.66020
H 1.87839 -2.44561 -0.74509
H 3.66624 1.49414 -0.67905
H 2.39922 2.33090 0.24583
H 3.38123 1.06014 0.92651
H 0.08764 -1.28633 0.92761
H 1.53126 0.42094 -1.95662



# 4
A structure of composition C8H21AlNO3, computed with ωB97M-V/def2-TZVPD.

* highest occupied orbital energy: -18.805 eV
* net charge: +3
* orbital gap: 2.3469 eV

Cartesian coordinates (Å):
Al -3.85857 -0.09245 0.54452
C 1.71326 1.01838 5.40503
C 1.65846 0.25901 4.03809
O 0.82906 0.94893 3.12426
H 2.37311 0.43840 6.05025
H 0.75108 1.21120 5.87950
H 2.15348 2.00095 5.23515
H 1.05080 -0.64066 4.13517
H 2.68302 0.11277 3.69602
H 1.22433 1.80644 2.95089
C -0.74281 -3.39985 0.79472
O -0.65083 -2.45722 -0.27783
C 0.52646 -2.53985 -1.00277
C 0.52600 -1.62537 -2.25730
N 0.08309 -0.24017 -1.96462
C -0.11276 0.40614 -3.27984
C -0.69574 1.84962 -3.18378
O -1.73990 1.93622 -2.17268
C -2.13517 3.27835 -1.88309
H 0.00810 -3.29760 1.57816
H -0.72565 -4.45908 0.53813
H -1.69245 -3.27448 1.31489
H 0.72824 -3.56297 -1.31999
H 1.33514 -2.17360 -0.37032
H -0.11148 -2.03760 -3.03948
H 1.52360 -1.62548 -2.69649
H 0.90886 0.19790 -1.58213
H -0.78151 -0.14482 -3.94114
H 0.83103 0.52458 -3.81212
H -1.00184 2.18883 -4.17340
H 0.10425 2.53714 -2.90912
H -1.33821 3.79122 -1.34465
H -3.03182 3.27564 -1.26333
H -2.39263 3.78950 -2.81075



# 5
A structure of composition C8H21AuBI2NOP2, computed with ωB97M-V/def2-TZVPD.

* spin multiplicity: 3
* highest occupied orbital energy (spin up / spin down): -14.948 / -14.803 eV
* net charge: +2
* orbital gap (spin up / spin down): 3.1484 / 3.0947 eV

Cartesian coordinates (Å):
I -1.01893 -1.65575 -5.45700
I -0.41136 2.88619 -0.95981
Au -0.04922 0.14644 -1.36538
P -2.12824 0.04376 -0.08297
C -3.40741 0.02050 -1.35324
C -2.63628 -1.33622 0.95219
H -3.69847 -1.22379 1.23895
H -3.72032 1.31240 1.18340
H -2.00647 -1.38138 1.85515
H -2.01312 1.59607 1.76255
H -3.28213 -0.88833 -1.95488
H -2.53232 -2.28782 0.40592
C -2.68029 1.48894 0.89560
H -4.42073 0.04751 -0.93145
H -2.59285 2.38797 0.28733
H -3.24610 0.90315 -1.98788
P 2.07818 0.00144 -0.10095
C 3.41570 -0.00091 -1.33872
C 2.60970 1.46788 0.86221
H 1.95331 -1.40265 1.85599
H 3.65265 -1.27306 1.25966
H 2.49334 -2.32597 0.42232
C 2.59521 -1.38495 0.97044
H 1.95574 1.57254 1.73910
H 3.65363 1.30547 1.14607
H 4.41900 0.04596 -0.86572
H 3.25587 0.89089 -1.94742
H 2.50070 2.35649 0.22552
H 3.34273 -0.91335 -1.95135
C 0.66345 -1.14504 -2.73354
O 1.31939 -1.82648 -3.39428
B 0.02286 0.07350 4.45156
C -0.02450 0.18783 2.89651
N -0.03697 0.26470 1.72128
H -0.99810 0.58907 4.95911
H 0.97473 0.57887 4.92554
H -0.00236 -1.12196 4.79760



# 6
A structure of composition C8H21F5N5Ru, computed with ωB97M-V/def2-TZVPD.

* highest occupied orbital energy (spin up / spin down): -21.757 / -21.756 eV
* net charge: +3
* orbital gap (spin up / spin down): 8.3638 / 8.3610 eV

Cartesian coordinates (Å):
Ru -0.20500 -0.33139 -0.14971
N -0.67844 1.19264 1.23522
C 0.51447 1.81587 1.86831
C 1.33473 0.64707 2.32960
N 1.44729 -0.31192 1.16211
C 2.77696 -0.21554 0.45901
C 2.62482 0.74666 -0.67900
N 1.44650 0.26237 -1.42981
H -1.27111 1.93122 0.86026
H -1.23640 0.76929 1.97660
H 0.22096 2.47845 2.68422
H 1.02635 2.41237 1.11683
H 0.84306 0.12097 3.15029
H 2.32501 0.93862 2.67452
H 1.41056 -1.25693 1.55622
H 3.05006 -1.21555 0.11742
H 3.54187 0.11150 1.16227
H 3.51113 0.77300 -1.31394
H 2.42506 1.75797 -0.33673
H 1.73293 -0.60608 -1.88892
H 1.25206 0.89882 -2.19944
N -1.62944 -1.41245 1.06405
C -1.84551 -2.78841 0.47813
C -2.08278 -2.60861 -1.00428
N -0.89480 -1.86068 -1.56470
H -1.36334 -1.51320 2.04523
H -2.54118 -0.94849 1.09974
H -2.68632 -3.27332 0.97346
H -0.94831 -3.38069 0.66903
H -2.96914 -1.99885 -1.18608
H -2.20832 -3.55761 -1.52358
H -1.13043 -1.52012 -2.49694
H -0.14625 -2.54112 -1.72780
F -0.89391 0.65955 -2.68439
C -1.10546 1.09447 -1.44453
F -2.37015 0.80113 -1.10649
C -0.87288 2.65444 -1.48376
F 0.43445 2.91120 -1.43483
F -1.45704 3.24638 -0.43929
F -1.38209 3.11701 -2.58829



These records have energy above the lowest of the compared OMol25 structures with the same formula, charge and spin values of 246.8; 60.3; 0.0; 43.8; 0.0; 24.2 kJ/mol, in the order they appear.
These records have F_max values of 0.091; 0.056; 0.077; 0.072; 0.095; 0.010 hartree/bohr, in the order they appear.